{
  "formula": "C5H14",
  "method": "ωB97M-V with the def2-TZVPD basis set",
  "s_squared": 0.75,
  "homo_ha": [-0.5451, -0.5401],
  "lumo_energy_ev": [-3.083, -11.129],
  "max_force_ev_per_a": 3.53,
  "charge": 1,
  "energy_ha": -198.44629,
  "orbital_gap_ev": [11.750, 3.568],
  "spin_multiplicity": 2,
  "symbols": ["C", "C", "H", "H", "H", "H", "H", "H", "C", "C", "C", "H", "H", "H", "H", "H", "H", "H", "H"],
  "positions_angstrom": [[-1.805, -0.013, -2.147], [-1.691, -1.437, -1.549], [-2.722, 0.540, -1.969], [-0.956, 0.616, -1.881], [-1.786, -0.066, -3.244], [-2.421, -1.588, -0.764], [-0.696, -1.341, -1.081], [-1.564, -2.296, -2.201], [1.045, 0.087, 0.863], [0.383, 0.142, 2.205], [2.224, 1.156, 0.810], [1.484, -0.940, 0.799], [0.369, 0.308, 0.045], [-0.712, 0.165, 2.170], [2.125, 1.923, 1.569], [3.229, 0.795, 1.070], [0.469, 1.142, 2.694], [0.779, -0.627, 2.870], [2.247, 1.436, -0.258]]
}

***

{
  "formula": "C40H49BCrN5O3PSSb2Se2",
  "method": "ωB97M-V with the def2-TZVPD basis set",
  "s_squared": 3.87,
  "homo_ha": [-0.3650, -0.3639],
  "lumo_energy_ev": [-2.641, -2.665],
  "max_force_ev_per_a": 0.50,
  "charge": 1,
  "energy_ha": -9145.42009,
  "orbital_gap_ev": [7.292, 7.237],
  "spin_multiplicity": 4,
  "symbols": ["Cr", "Se", "P", "Se", "C", "C", "C", "C", "C", "C", "C", "C", "C", "C", "C", "C", "H", "H", "H", "H", "H", "H", "H", "H", "H", "H", "C", "Sb", "C", "C", "C", "C", "C", "C", "C", "C", "C", "Sb", "C", "C", "H", "H", "H", "H", "H", "H", "H", "H", "H", "H", "H", "H", "H", "H", "H", "H", "H", "H", "H", "H", "O", "B", "O", "C", "C", "C", "C", "C", "C", "H", "H", "H", "H", "C", "C", "C", "C", "N", "C", "S", "N", "C", "H", "H", "H", "H", "H", "H", "H", "H", "C", "N", "C", "C", "O", "N", "C", "N", "H", "H", "H", "H", "H", "H", "H"],
  "positions_angstrom": [[-0.068, 0.044, -0.020], [-0.396, 2.112, 1.507], [-2.483, 1.680, 1.129], [-2.553, 0.554, -0.718], [-3.441, 3.212, 1.019], [-4.315, 3.442, -0.035], [-5.059, 4.614, -0.073], [-4.927, 5.554, 0.938], [-4.053, 5.323, 1.995], [-3.312, 4.155, 2.038], [-3.228, 0.760, 2.495], [-2.587, 0.641, 3.721], [-3.198, -0.059, 4.752], [-4.444, -0.631, 4.560], [-5.086, -0.511, 3.332], [-4.480, 0.179, 2.299], [-4.413, 2.705, -0.824], [-5.747, 4.788, -0.890], [-5.510, 6.465, 0.910], [-3.956, 6.052, 2.788], [-2.633, 3.975, 2.863], [-1.605, 1.075, 3.862], [-2.691, -0.167, 5.701], [-4.914, -1.183, 5.362], [-6.056, -0.965, 3.179], [-4.970, 0.251, 1.334], [2.478, 0.760, 2.966], [2.389, -0.320, 1.131], [3.209, -2.135, 1.841], [4.116, 0.670, 0.262], [5.345, -0.153, 0.024], [6.160, -0.444, 1.118], [7.343, -1.147, 0.980], [7.742, -1.564, -0.281], [6.949, -1.281, -1.377], [5.744, -0.588, -1.254], [4.891, -0.400, -2.468], [3.345, -1.910, -2.430], [4.667, -3.478, -3.059], [2.585, -1.491, -4.395], [1.799, 0.302, 3.683], [2.201, 1.804, 2.828], [3.504, 0.707, 3.333], [3.812, -1.910, 2.718], [3.833, -2.590, 1.076], [2.390, -2.801, 2.091], [4.341, 1.432, 1.010], [3.773, 1.189, -0.629], [5.860, -0.094, 2.100], [7.955, -1.355, 1.847], [8.672, -2.101, -0.411], [7.263, -1.605, -2.362], [5.461, -0.582, -3.379], [4.438, 0.587, -2.539], [5.411, -3.079, -3.747], [4.095, -4.253, -3.568], [5.171, -3.921, -2.202], [3.386, -1.608, -5.124], [2.213, -0.468, -4.418], [1.768, -2.164, -4.653], [-0.136, -1.323, 2.830], [-0.745, -1.194, 1.570], [-1.852, -2.045, 1.499], [-1.913, -2.693, 2.707], [-2.834, -3.619, 3.140], [-2.671, -4.098, 4.439], [-1.628, -3.661, 5.248], [-0.699, -2.724, 4.796], [-0.874, -2.257, 3.513], [-3.647, -3.945, 2.506], [-3.369, -4.828, 4.825], [-1.532, -4.059, 6.249], [0.114, -2.378, 5.418], [-1.481, 5.694, -0.947], [-1.317, 4.503, -1.823], [-2.095, 4.194, -2.907], [-1.829, 3.001, -3.595], [-0.835, 2.189, -3.258], [-0.063, 2.498, -2.216], [1.237, 1.528, -1.702], [-0.322, 3.642, -1.518], [-2.699, 2.564, -4.727], [-2.277, 6.334, -1.316], [-0.553, 6.267, -0.904], [-1.732, 5.370, 0.066], [-2.905, 4.843, -3.202], [0.245, 3.787, -0.689], [-3.172, 3.410, -5.222], [-3.487, 1.919, -4.331], [-2.118, 1.993, -5.447], [-1.431, -3.654, -3.967], [-0.790, -3.166, -2.766], [-0.379, -3.976, -1.642], [0.107, -2.917, -0.667], [0.582, -3.140, 0.417], [-0.094, -1.664, -1.233], [-0.614, -1.875, -2.454], [-0.891, -0.914, -3.324], [-1.521, -4.735, -3.894], [-0.839, -3.427, -4.857], [-2.435, -3.238, -4.077], [0.433, -4.659, -1.898], [-1.205, -4.539, -1.202], [-0.662, 0.061, -3.147], [-1.259, -1.147, -4.229]]
}

***

{
  "formula": "C30H25CoN2O6P2",
  "method": "ωB97M-V with the def2-TZVPD basis set",
  "s_squared": 0.92,
  "homo_ha": [-0.4482, -0.4482],
  "lumo_energy_ev": [-3.051, -3.061],
  "max_force_ev_per_a": 1.87,
  "charge": 1,
  "energy_ha": -3784.60252,
  "orbital_gap_ev": [9.145, 9.135],
  "spin_multiplicity": 2,
  "symbols": ["Co", "O", "C", "O", "C", "C", "N", "N", "C", "C", "O", "O", "H", "H", "H", "O", "P", "C", "P", "O", "C", "C", "C", "C", "C", "C", "C", "C", "C", "C", "C", "C", "C", "C", "C", "C", "C", "C", "C", "C", "C", "C", "C", "C", "H", "H", "H", "H", "H", "H", "H", "H", "H", "H", "H", "H", "H", "H", "H", "H", "H", "H", "H", "H", "H", "H"],
  "positions_angstrom": [[-0.648, -2.210, -0.168], [-4.249, -6.668, -0.500], [-4.747, -5.696, -1.232], [-5.787, -5.782, -1.831], [-3.954, -4.430, -1.312], [-4.335, -3.331, -2.059], [-3.398, -2.388, -1.890], [-2.424, -2.806, -1.081], [-2.747, -4.040, -0.713], [-1.788, -4.701, 0.239], [-1.945, -5.849, 0.608], [-0.836, -3.906, 0.586], [-3.379, -6.459, -0.080], [-5.207, -3.197, -2.677], [-3.356, -1.473, -2.305], [1.083, -1.613, 0.584], [1.730, -0.309, 0.963], [1.662, 0.778, -0.510], [-0.066, 0.968, -1.087], [-0.803, -0.346, -1.008], [-0.873, 2.233, -0.102], [-2.203, 2.021, 0.249], [-2.888, 2.984, 0.972], [-2.246, 4.157, 1.344], [-0.920, 4.371, 0.991], [-0.231, 3.414, 0.266], [0.086, 1.518, -2.794], [-0.047, 2.847, -3.180], [0.130, 3.194, -4.511], [0.435, 2.221, -5.452], [0.563, 0.891, -5.068], [0.389, 0.539, -3.741], [3.457, -0.575, 1.369], [3.963, -0.436, 2.657], [5.284, -0.773, 2.910], [6.094, -1.246, 1.888], [5.585, -1.398, 0.605], [4.267, -1.068, 0.345], [0.878, 0.533, 2.295], [-0.273, -0.028, 2.838], [-0.937, 0.630, 3.861], [-0.449, 1.838, 4.340], [0.707, 2.392, 3.807], [1.375, 1.740, 2.785], [2.179, 0.240, -1.309], [2.159, 1.738, -0.365], [-2.689, 1.097, -0.041], [-3.923, 2.822, 1.244], [-2.779, 4.909, 1.909], [-0.422, 5.287, 1.280], [0.801, 3.591, -0.014], [-0.297, 3.609, -2.451], [0.025, 4.227, -4.815], [0.572, 2.499, -6.489], [0.796, 0.133, -5.804], [0.474, -0.498, -3.433], [3.334, -0.072, 3.460], [5.678, -0.676, 3.913], [7.124, -1.502, 2.093], [6.211, -1.784, -0.189], [3.861, -1.214, -0.649], [-0.635, -0.980, 2.468], [-1.829, 0.198, 4.295], [-0.966, 2.349, 5.142], [1.091, 3.328, 4.190], [2.283, 2.160, 2.366]]
}

***

{
  "formula": "C25H35O3PRhS5",
  "method": "ωB97M-V with the def2-TZVPD basis set",
  "homo_ha": -0.1535,
  "lumo_energy_ev": 2.315,
  "max_force_ev_per_a": 0.42,
  "charge": -1,
  "energy_ha": -3642.32951,
  "orbital_gap_ev": 6.492,
  "symbols": ["Rh", "O", "C", "O", "C", "C", "C", "C", "C", "C", "S", "H", "H", "H", "H", "S", "S", "S", "S", "C", "C", "C", "C", "P", "C", "C", "C", "C", "C", "C", "C", "C", "C", "C", "H", "H", "H", "H", "H", "H", "H", "H", "H", "H", "H", "H", "H", "H", "H", "H", "H", "H", "H", "H", "H", "H", "H", "C", "C", "C", "O", "C", "H", "H", "H", "H", "H", "H", "H", "H"],
  "positions_angstrom": [[0.534, 0.261, 0.000], [-3.379, 2.397, 2.716], [-2.178, 2.076, 2.708], [-1.218, 2.702, 2.196], [-1.828, 0.768, 3.456], [-2.806, 0.272, 4.318], [-2.598, -0.833, 5.125], [-1.370, -1.481, 5.085], [-0.399, -1.029, 4.210], [-0.610, 0.076, 3.373], [0.790, 0.488, 2.357], [-3.745, 0.812, 4.332], [-3.385, -1.180, 5.785], [-1.172, -2.339, 5.718], [0.559, -1.532, 4.146], [0.372, 0.289, -2.438], [-0.899, 1.928, -2.353], [-1.142, 1.980, -0.257], [-1.758, 0.112, 0.172], [1.804, -2.877, -2.536], [2.557, -2.471, -1.265], [3.475, -3.629, -0.846], [3.448, -1.283, -1.626], [1.379, -1.913, 0.125], [2.536, -2.083, 1.546], [2.616, -3.147, 2.435], [3.589, -3.180, 3.428], [4.510, -2.153, 3.537], [4.433, -1.075, 2.665], [3.446, -1.034, 1.698], [0.018, -3.206, 0.283], [0.438, -4.684, 0.245], [-0.694, -2.925, 1.614], [-0.996, -3.015, -0.858], [2.533, -2.981, -3.345], [1.067, -2.134, -2.842], [1.306, -3.838, -2.428], [4.093, -3.897, -1.709], [2.930, -4.520, -0.540], [4.143, -3.343, -0.034], [4.083, -1.564, -2.471], [4.102, -0.995, -0.803], [2.841, -0.433, -1.929], [1.911, -3.959, 2.387], [3.620, -4.015, 4.116], [5.267, -2.178, 4.311], [5.119, -0.244, 2.765], [3.348, -0.152, 1.076], [1.170, -4.965, 0.996], [0.826, -4.975, -0.729], [-0.461, -5.280, 0.425], [-0.050, -3.081, 2.476], [-1.550, -3.599, 1.704], [-1.062, -1.902, 1.679], [-0.628, -3.405, -1.802], [-1.269, -1.975, -1.018], [-1.900, -3.574, -0.599], [4.200, 2.917, -0.646], [3.573, 3.662, 0.546], [2.200, 2.993, 0.724], [2.217, 1.848, -0.153], [2.993, 2.252, -1.283], [4.899, 2.150, -0.306], [4.727, 3.580, -1.332], [3.448, 4.721, 0.316], [4.183, 3.589, 1.445], [1.385, 3.652, 0.413], [1.982, 2.636, 1.725], [2.412, 2.965, -1.882], [3.208, 1.386, -1.893]]
}

***

{
  "formula": "C20H18BCrN2S4",
  "method": "ωB97M-V with the def2-TZVPD basis set",
  "s_squared": 0.78,
  "homo_ha": [-0.2874, -0.2944],
  "lumo_energy_ev": [-1.330, -0.805],
  "max_force_ev_per_a": 0.34,
  "charge": 0,
  "energy_ha": -3544.55551,
  "orbital_gap_ev": [6.491, 7.207],
  "spin_multiplicity": 2,
  "symbols": ["Cr", "S", "C", "C", "C", "C", "C", "C", "S", "C", "C", "C", "C", "C", "C", "C", "S", "C", "C", "C", "C", "C", "C", "S", "N", "H", "H", "H", "H", "H", "H", "H", "H", "H", "H", "H", "H", "H", "H", "H", "B", "C", "N", "H", "H", "H"],
  "positions_angstrom": [[0.611, 1.065, -0.012], [0.445, 3.228, 0.499], [-0.551, 3.055, 1.960], [-1.483, 4.027, 2.312], [-2.278, 3.864, 3.436], [-2.147, 2.741, 4.242], [-1.203, 1.776, 3.927], [-0.429, 1.936, 2.790], [0.868, 0.824, 2.309], [0.189, -0.859, 2.416], [0.708, -1.670, 1.253], [0.887, -3.037, 1.360], [1.256, -3.753, 0.232], [1.438, -3.090, -0.967], [1.269, -1.714, -1.004], [1.481, -0.932, -2.271], [0.459, 0.567, -2.348], [-1.155, -0.159, -2.515], [-1.519, -0.701, -3.745], [-2.765, -1.277, -3.907], [-3.650, -1.290, -2.833], [-3.293, -0.735, -1.619], [-2.033, -0.155, -1.430], [-1.648, 0.571, 0.126], [0.923, -1.033, 0.092], [-1.593, 4.901, 1.683], [-3.009, 4.622, 3.683], [-2.769, 2.622, 5.119], [-1.070, 0.909, 4.561], [-0.898, -0.786, 2.338], [0.468, -1.324, 3.360], [0.725, -3.530, 2.309], [1.393, -4.825, 0.289], [1.715, -3.622, -1.867], [1.274, -1.549, -3.144], [2.516, -0.587, -2.334], [-0.822, -0.658, -4.573], [-3.049, -1.701, -4.860], [-4.631, -1.732, -2.948], [-3.989, -0.740, -0.790], [5.050, 0.710, -1.405], [3.656, 0.990, -0.733], [2.589, 1.142, -0.314], [5.668, -0.005, -0.645], [5.597, 1.772, -1.581], [4.798, 0.141, -2.451]]
}

***

> What is the formula in the third record?

C30H25CoN2O6P2